{"formula": "C40H58FMnNO2P2SbSi", "method": "wB97M-V/def2-TZVPD", "symbols": ["Mn", "C", "C", "C", "C", "C", "C", "C", "C", "C", "C", "C", "C", "N", "C", "C", "C", "C", "C", "C", "F", "H", "H", "H", "H", "H", "H", "H", "H", "H", "H", "H", "H", "H", "H", "H", "H", "H", "H", "H", "H", "H", "C", "P", "C", "C", "C", "P", "C", "C", "H", "H", "H", "H", "H", "H", "H", "H", "H", "H", "H", "H", "H", "H", "H", "H", "C", "Sb", "C", "C", "H", "H", "H", "H", "H", "H", "H", "H", "H", "O", "C", "O", "H", "C", "C", "C", "C", "C", "C", "Si", "C", "C", "C", "C", "C", "C", "H", "H", "H", "H", "H", "H", "H", "H", "H", "H", "H"], "xyz": [[1.31633, 1.19883, 1.11747], [2.28598, 3.12731, 4.22172], [0.86206, 2.69863, 4.61690], [0.43795, 3.64024, 5.78606], [0.69206, 1.22354, 4.81400], [1.07092, 0.64740, 6.04893], [0.68151, -0.65537, 6.37446], [-0.23183, -1.34245, 5.54866], [-0.57531, -0.83288, 4.25347], [-1.44991, -1.72536, 3.42862], [-0.55144, -2.69408, 2.57385], [-2.50425, -1.21893, 2.50275], [0.04598, 0.37721, 3.80427], [-0.18206, 0.87771, 2.50902], [-1.32540, 1.67318, 2.30884], [-2.22441, 2.09479, 3.28336], [-3.42560, 2.70206, 3.01909], [-3.69773, 3.13541, 1.74045], [-2.82037, 2.82832, 0.70787], [-1.69506, 2.04749, 0.97603], [-0.86580, 1.67158, -0.05125], [2.23562, 4.15136, 3.92751], [2.76018, 2.54742, 3.42320], [2.95761, 3.11728, 5.09860], [0.19511, 3.01339, 3.79006], [-0.45585, 4.22390, 5.46852], [1.22239, 4.43647, 5.89981], [0.20348, 3.18956, 6.73832], [1.71256, 1.29403, 6.64694], [0.98157, -1.04268, 7.35276], [-0.63132, -2.34744, 5.84845], [-1.93292, -2.40383, 4.21307], [-0.30150, -2.20420, 1.67375], [-1.08007, -3.61653, 2.28688], [0.39642, -2.92046, 3.09548], [-2.09627, -0.64305, 1.64466], [-3.24719, -0.53188, 2.93892], [-3.11496, -2.07244, 2.07893], [-2.03635, 1.85700, 4.30398], [-3.99939, 2.97388, 3.88254], [-4.56967, 3.76984, 1.64692], [-3.02822, 3.22089, -0.30435], [4.54641, 2.07336, -0.30257], [2.82981, 1.66145, -0.70243], [3.07619, 0.15470, -1.73520], [2.44075, 2.89798, -2.01756], [2.65365, 4.33816, -1.64292], [1.37526, 5.13655, -0.59724], [2.37931, 6.56874, -0.06491], [0.18808, 5.78593, -1.85343], [4.66196, 3.06204, 0.17713], [5.21424, 2.00772, -1.21098], [5.00058, 1.30007, 0.35483], [3.63583, 0.31639, -2.62178], [2.09603, -0.22408, -2.08476], [3.58301, -0.63788, -1.18511], [1.42541, 2.66909, -2.35936], [3.16589, 2.66421, -2.78926], [2.62833, 5.08183, -2.48932], [3.61291, 4.48220, -1.12109], [2.73718, 7.13070, -0.92222], [3.20721, 6.22171, 0.59609], [1.73014, 7.20494, 0.54975], [0.31312, 6.85415, -2.08302], [-0.76959, 5.66346, -1.34741], [0.24075, 5.19483, -2.73470], [-1.62311, 2.55204, -7.32835], [-1.45573, 1.14800, -5.64753], [-3.34702, 0.10570, -5.55495], [-0.25018, -0.41722, -6.35086], [-2.07259, 1.85664, -8.06983], [-0.61728, 2.85486, -7.68634], [-2.24347, 3.41071, -7.11156], [-3.44557, -0.42322, -6.56072], [-4.20768, 0.75705, -5.38575], [-3.29566, -0.70932, -4.79846], [-0.50372, -0.74187, -7.34762], [-0.37034, -1.27290, -5.67984], [0.80431, -0.10441, -6.44481], [-1.88204, -3.08714, -1.56596], [-2.36988, -2.46150, -2.64134], [-1.99359, -2.52624, -3.78440], [-3.23993, -1.89088, -2.30804], [-3.07779, -8.14595, -1.60250], [-2.24981, -7.77145, -0.56084], [-1.50030, -6.60200, -0.67910], [-1.49525, -5.88649, -1.87106], [-2.18711, -6.37793, -2.97121], [-2.98997, -7.49007, -2.83987], [-0.60806, -4.23943, -2.02973], [0.80739, -3.94584, -0.84146], [1.74724, -4.95714, -0.74739], [3.01101, -4.69511, -0.27132], [3.29997, -3.44386, 0.29544], [2.36310, -2.42762, 0.18658], [1.11278, -2.66283, -0.39492], [-3.76793, -8.98972, -1.60879], [-2.10242, -8.43704, 0.30305], [-0.95772, -6.23083, 0.19301], [-2.17436, -5.83096, -3.93418], [-3.51366, -7.94811, -3.68666], [-0.16647, -4.14183, -3.39320], [1.49695, -5.96477, -1.11822], [3.74874, -5.43468, -0.19143], [4.21129, -3.31040, 0.86252], [2.66682, -1.39061, 0.52307], [0.45175, -1.82098, -0.40752]], "forces_ev_per_a": [[-0.27, -0.05, -0.30], [0.35, -0.60, 0.53], [0.09, 0.92, -0.82], [-0.09, 1.26, -0.82], [-0.70, -2.01, 0.05], [-0.24, 0.25, -1.62], [-0.64, 0.18, 0.14], [0.54, 0.30, -0.44], [1.33, 0.58, 0.96], [0.33, -2.69, 0.52], [-0.14, -0.13, 1.39], [-1.70, 0.67, -1.24], [-0.87, 0.88, 2.26], [-0.37, 1.16, -0.77], [0.83, -0.87, -1.36], [0.06, -0.74, 0.39], [0.90, 0.60, -0.17], [-0.63, 0.30, 0.39], [0.42, -0.17, -0.69], [-0.49, 0.56, 0.88], [-0.15, 0.16, 0.26], [0.09, 0.86, -0.47], [-0.23, -0.09, 0.03], [-0.18, -0.28, -0.24], [0.50, -0.44, 0.20], [0.34, -0.51, 0.29], [-0.58, -0.81, 0.28], [0.17, -0.31, 0.22], [-0.25, -0.45, 0.46], [-0.13, -0.14, -0.41], [0.41, 1.14, -0.25], [0.27, 0.88, -0.99], [0.43, 0.56, -1.05], [0.13, 0.26, 0.27], [-0.49, -0.14, -0.22], [-0.05, -0.62, 0.45], [0.28, -0.22, 0.25], [0.84, 0.73, 0.42], [0.39, -0.35, 0.64], [-0.62, 0.13, 0.05], [-0.01, -0.07, -0.65], [0.32, -0.51, 0.56], [1.87, -0.21, -0.45], [-0.54, -0.87, 0.62], [-1.11, -0.22, 0.40], [0.25, -0.29, -0.07], [-0.08, 1.75, -0.26], [-0.16, -0.99, 1.17], [-0.20, 0.08, 0.58], [0.09, 0.90, 1.37], [-0.06, -0.51, -0.18], [-0.71, 0.45, 0.59], [-0.65, 0.49, -0.08], [0.77, 0.64, -0.87], [0.41, 0.03, 0.47], [-0.24, 0.06, 0.12], [0.14, 0.12, -0.12], [-0.08, -0.19, -0.53], [0.56, -1.13, 0.13], [-0.24, -0.07, -0.27], [0.33, 0.21, -0.03], [-0.51, 0.22, -0.62], [0.22, 0.05, -0.16], [0.14, -0.29, -0.06], [-0.22, 0.03, -0.45], [-0.11, -0.52, -0.82], [0.33, -1.86, -0.70], [0.08, 1.36, 2.01], [0.12, -1.23, -1.63], [0.65, -0.32, -0.82], [0.08, 1.00, -0.10], [-0.61, -0.18, 0.34], [-0.14, -0.01, 0.07], [-0.24, 0.64, 1.18], [0.22, -0.05, -0.02], [0.15, 0.75, -0.39], [-0.37, -0.23, -0.43], [0.16, 0.22, 0.04], [-0.41, -0.10, 0.49], [0.87, -0.19, -2.06], [-0.60, -0.08, 1.26], [-0.05, 0.16, 0.02], [-0.25, 0.44, -0.24], [-0.01, -0.33, -1.31], [0.18, -0.37, 0.42], [-0.19, -0.21, 0.31], [0.47, 0.56, 0.05], [-0.40, 0.39, -0.78], [-0.33, -0.67, 0.30], [1.16, -0.06, 2.88], [-3.76, -0.98, -1.66], [1.70, -1.19, -0.26], [-1.38, -0.35, 0.07], [0.82, 0.80, 0.48], [-0.59, 1.07, -0.07], [2.30, 2.00, 1.18], [0.39, -0.06, 0.56], [-0.46, 0.57, -0.19], [0.12, -0.07, -0.36], [0.21, -0.38, 0.60], [0.02, 0.50, 0.25], [-0.09, 0.14, -0.96], [0.22, 0.40, 0.11], [0.81, -1.24, -0.03], [0.15, 0.15, -0.11], [-0.65, -1.12, -0.06], [-0.67, 0.21, -0.31]], "lowdin_spin": [3.922, 0.011, 0.003, 0.000, 0.005, 0.000, 0.002, 0.000, 0.002, 0.001, 0.006, 0.001, 0.010, 0.015, 0.010, 0.003, 0.000, 0.004, 0.000, 0.008, 0.030, 0.000, 0.012, 0.000, 0.002, 0.000, 0.000, 0.000, 0.000, 0.000, 0.000, 0.000, 0.002, 0.002, 0.001, 0.000, 0.000, 0.000, 0.000, 0.000, 0.000, 0.000, -0.012, -0.036, 0.011, -0.014, -0.001, 0.005, 0.000, 0.001, 0.000, -0.003, -0.001, 0.001, 0.005, 0.002, -0.001, -0.002, -0.001, 0.000, 0.000, 0.000, 0.000, 0.000, 0.000, 0.000, 0.000, 0.001, 0.000, 0.002, 0.000, 0.000, 0.000, 0.000, 0.000, 0.000, 0.000, 0.001, 0.000, 0.003, 0.002, 0.006, 0.001, 0.004, 0.003, 0.006, 0.006, 0.006, 0.002, 0.084, 0.194, 0.071, 0.104, 0.215, 0.049, 0.156, 0.000, 0.000, 0.005, 0.002, 0.000, 0.016, 0.002, 0.006, 0.024, 0.005, 0.014], "spin_multiplicity": 6, "total_charge": -1}

***

{"formula": "C6H8Cl2", "method": "wB97M-V/def2-TZVPD", "symbols": ["C", "C", "C", "C", "C", "C", "Cl", "Cl", "H", "H", "H", "H", "H", "H", "H", "H"], "xyz": [[-0.46856, 1.85689, 0.55609], [-0.08075, 0.56222, 0.55623], [0.51811, -0.09090, 1.75370], [-0.28137, -0.18305, -0.68401], [-1.21621, 0.09630, -1.60632], [0.69278, -1.35119, -0.94758], [0.54414, -2.81530, 0.02526], [2.34556, -0.65596, -0.99155], [-1.07833, 2.20708, -0.26083], [-0.33926, 2.40245, 1.49485], [-0.07197, -0.95607, 2.07774], [0.46371, 0.63431, 2.57107], [1.54984, -0.47766, 1.56857], [-1.95991, 0.92210, -1.55680], [-1.17808, -0.49117, -2.50475], [0.56031, -1.66004, -2.05167]], "forces_ev_per_a": [[0.12, -1.52, 1.18], [-0.54, 1.61, -0.18], [0.44, -0.29, 0.37], [-0.31, -1.15, -0.22], [0.38, 0.13, 0.28], [-0.63, 0.71, -3.10], [0.02, 0.24, 0.08], [0.19, -0.28, 0.30], [0.40, 0.63, -0.02], [-0.22, 0.22, -0.54], [0.01, 0.12, -0.18], [0.48, -0.19, -0.02], [-0.73, 0.52, 0.33], [0.73, -0.87, 0.15], [-0.34, -0.09, -0.37], [0.00, 0.23, 1.96]], "mulliken_charge": [-1.085, 0.925, -1.241, 0.715, -1.168, -0.144, -0.129, -0.144, 0.215, 0.266, 0.311, 0.385, 0.258, 0.267, 0.246, 0.324], "smiles": "C=C(C)C(=C)C(Cl)Cl"}

***

{"formula": "C17H19Cl2F6N3O9S2Sc", "method": "wB97M-V/def2-TZVPD", "symbols": ["Sc", "C", "N", "C", "C", "O", "C", "O", "C", "C", "O", "N", "C", "C", "H", "H", "H", "H", "H", "H", "H", "H", "H", "H", "H", "H", "H", "H", "H", "H", "Cl", "C", "C", "C", "Cl", "C", "O", "C", "C", "O", "C", "H", "H", "H", "F", "C", "F", "F", "S", "O", "O", "N", "S", "O", "O", "C", "F", "F", "F"], "xyz": [[-0.85544, -0.15663, 0.34715], [0.31101, -2.66324, -3.39415], [1.36433, -1.80061, -2.88564], [2.62805, -1.98802, -3.56176], [1.12695, -1.00157, -1.85391], [-0.02215, -0.87624, -1.38157], [2.30763, -0.26857, -1.19449], [1.90849, 0.63457, -0.18072], [1.90163, 2.01194, -0.50499], [0.47061, 2.46167, -0.79626], [-0.43685, 1.63127, -0.60758], [0.22995, 3.68705, -1.23146], [-1.13948, 4.08971, -1.50218], [1.25156, 4.67862, -1.48899], [0.08140, -2.41043, -4.43078], [-0.57627, -2.55124, -2.77749], [0.64723, -3.70049, -3.35517], [2.47501, -1.86259, -4.63606], [2.99312, -3.00197, -3.39039], [3.38237, -1.28470, -3.22997], [2.93329, 0.24806, -1.93177], [2.90036, -1.04053, -0.68341], [2.57830, 2.23159, -1.33848], [2.26086, 2.53337, 0.38945], [-1.80188, 3.24140, -1.33193], [-1.22693, 4.42244, -2.53745], [-1.42443, 4.90297, -0.83324], [1.99441, 4.71098, -0.69448], [0.77371, 5.65427, -1.54458], [1.75345, 4.49035, -2.44081], [3.18732, -1.86619, 6.30124], [2.42579, -1.64402, 4.77475], [2.75280, -2.50544, 3.70954], [2.14568, -2.34964, 2.49464], [2.54607, -3.35173, 1.16258], [1.14382, -1.35723, 2.25885], [0.55153, -1.28302, 1.13127], [0.87809, -0.46023, 3.34600], [-0.01064, 0.61905, 3.12335], [-0.59016, 0.87946, 2.04806], [1.51860, -0.63501, 4.59415], [3.47472, -3.29073, 3.85919], [-0.17156, 1.30612, 3.97090], [1.27301, 0.03603, 5.40356], [-2.58377, -1.89205, -1.69329], [-3.17361, -0.74405, -2.06829], [-2.19084, 0.06317, -2.51038], [-3.96670, -1.00157, -3.08881], [-3.92961, 0.06953, -0.53219], [-2.71595, 0.64836, 0.02373], [-4.92317, 0.96470, -0.98139], [-4.46368, -1.12862, 0.31717], [-3.46490, -1.89381, 1.25809], [-3.83319, -3.23069, 1.50729], [-2.07102, -1.64337, 0.89550], [-3.51345, -0.96887, 2.89308], [-3.17284, 0.30530, 2.64728], [-2.56718, -1.47719, 3.68442], [-4.66156, -0.96717, 3.54088]], "forces_ev_per_a": [[1.51, 0.57, -0.76], [-0.42, -0.15, 0.03], [-0.31, 0.08, 0.24], [0.38, 0.00, -0.07], [0.17, 0.16, 0.06], [0.63, -0.43, -0.68], [0.01, -0.04, 0.22], [-0.03, 0.24, -0.32], [-0.01, -0.22, 0.15], [0.20, -0.25, -0.04], [0.19, 1.10, -0.30], [-0.26, -0.33, 0.17], [-0.50, -0.08, -0.01], [0.46, 0.10, -0.13], [0.00, 0.04, 0.05], [0.07, -0.05, -0.15], [0.02, 0.03, 0.00], [0.04, 0.04, 0.08], [0.02, 0.02, 0.03], [0.03, 0.02, 0.00], [-0.09, -0.18, 0.06], [-0.02, 0.11, -0.25], [-0.09, 0.09, 0.07], [0.00, 0.08, -0.17], [0.07, 0.18, -0.07], [0.00, 0.01, 0.05], [0.02, 0.01, -0.05], [0.01, -0.01, 0.04], [0.05, -0.05, 0.04], [0.00, 0.04, 0.01], [0.12, -0.06, 0.17], [-0.35, 0.34, -0.15], [-0.24, 0.23, -0.05], [-0.32, 0.33, 0.02], [0.19, -0.37, -0.26], [0.36, 0.05, 0.75], [0.68, -0.68, 0.51], [0.01, -0.51, -0.67], [0.29, 0.12, 0.58], [0.11, 0.56, 0.91], [0.08, -0.10, -0.01], [0.13, -0.10, 0.00], [-0.05, -0.08, -0.19], [0.04, 0.05, 0.13], [-0.33, 0.00, -0.04], [0.50, -0.08, -0.42], [-0.46, 0.15, 0.03], [-0.40, 0.20, 0.51], [-0.27, -0.51, -1.47], [-0.65, 0.88, -0.04], [-0.31, 0.07, 0.11], [-0.04, 0.02, 0.12], [-0.79, 0.19, 1.12], [-0.15, -0.27, -0.08], [-0.21, -1.27, 0.46], [0.24, 0.47, 0.33], [-0.26, -0.10, -0.04], [-0.06, -0.27, -0.13], [-0.04, -0.40, -0.49]], "mulliken_charge": [0.899, -0.933, 0.099, -1.002, 0.847, 0.100, -1.531, -0.167, -1.120, 0.755, -0.399, 0.141, -1.036, -1.000, 0.322, 0.150, 0.368, 0.352, 0.348, 0.355, 0.687, 0.467, 0.454, 0.468, 0.206, 0.407, 0.381, 0.382, 0.364, 0.321, -0.201, 0.174, -0.534, 0.194, -0.204, 0.179, 0.291, 0.935, -0.318, -0.375, -1.248, 0.495, 0.361, 0.459, -0.263, 0.794, -0.239, -0.242, 0.980, -0.649, -0.584, -0.510, 1.022, -0.569, -0.732, 0.787, -0.240, -0.236, -0.214], "total_charge": 1}

***

What are the total energy values for these records? In order: -115033.5079 -31395.1752 -124554.6796 eV.